1.
Density functional theory data (ωB97M-V/def2-TZVPD) for a 2-piece molecular cluster, C4H8NO3 overall at a distorted geometry.

Cartesian coordinates (Å):
O1 -3.92781 0.52034 -0.51201
O2 -2.08622 -0.74654 -0.74529
O3 2.54903 -1.97498 0.16490
N1 0.74127 -0.92579 -0.74568
C1 2.73620 0.33659 -0.33557
C2 -2.23195 0.67091 1.14759
C3 -2.79994 0.11439 -0.16636
C4 1.99960 -0.97914 -0.28154
H1 2.80380 0.67637 -1.37614
H2 3.75306 0.22774 0.00943
H3 -0.06014 -1.49754 -0.50398
H4 2.25972 1.17483 0.17052
H5 -1.59246 -0.05508 1.62605
H6 0.46740 -0.12792 -1.29264
H7 -2.97608 1.01147 1.87185
H8 -1.63549 1.57436 0.96889

As for the strongest force on any atom: 1.233 eV/Å. The value obtained for the LUMO energy is 3.456 eV. Its total charge is -1. As for the energy: -11912.700 eV.


2.
Density functional theory data (ωB97M-V/def2-TZVPD) for C17H16F6N9O7S3Zr as an isolated structure.

Cartesian coordinates (Å):
Zr1 -0.05652 0.32735 -0.49900
S1 -0.91673 -4.32761 5.59386
S2 1.26033 2.23574 -2.01448
S3 1.47190 1.19611 -4.57084
F1 1.00268 4.61265 -1.02109
F2 2.64714 4.39153 -2.41861
F3 0.60662 4.49357 -3.14534
F4 0.10813 -0.62596 -2.97203
F5 0.36752 -1.15943 -5.06315
F6 -1.07139 0.35697 -4.50889
O1 -2.85261 3.38420 0.21971
O2 -0.21335 1.89692 -2.02936
O3 0.75764 2.33139 -5.01475
O4 1.65024 1.84729 -0.62889
O5 1.57083 -0.91747 -0.74179
O6 2.50502 0.53212 -5.26004
O7 -1.36055 1.71182 0.48470
N1 0.40718 0.10776 1.70684
N2 -0.96945 -1.66404 0.17216
N3 2.06399 1.43596 -3.02794
N4 -0.25066 -2.86916 5.48566
N5 3.64352 -0.80351 -1.61344
N6 -1.36687 -4.53758 4.06593
N7 -2.93734 1.60281 -1.10677
N8 -2.34811 0.38265 -1.48869
N9 3.17348 -2.24870 0.12804
C1 0.14109 -1.25158 3.66847
C2 1.28555 0.84901 3.80025
C3 -2.35289 2.25168 -0.09039
C4 1.05681 1.01330 2.43690
C5 0.82646 -0.28943 4.42394
C6 -1.20451 -3.21099 1.99601
C7 1.39455 4.12110 -2.17898
C8 -2.30963 4.13330 1.36235
C9 -0.05913 -1.01927 2.30620
C10 -1.82809 -4.12464 1.13949
C11 2.79999 -1.31894 -0.74032
C12 -0.99307 -3.45196 3.40408
C13 -0.77010 -1.98588 1.47528
C14 -1.54452 -2.56127 -0.63629
C15 -0.35295 -2.49296 4.21925
C16 0.13958 -0.13685 -4.29274
C17 -1.98500 -3.80097 -0.19268
H1 -1.64730 -2.28805 -1.68127
H2 4.60113 -1.11234 -1.68727
H3 -3.75741 1.95832 -1.58308
H4 -1.31985 4.49391 1.09829
H5 3.32296 -0.06284 -2.22653
H6 -2.95468 -0.38204 -1.19269
H7 -2.29187 3.48729 2.23450
H8 0.98592 -0.45886 5.48154
H9 1.82266 1.61390 4.34275
H10 -3.00362 4.95445 1.49287
H11 -2.44500 -4.48566 -0.89104
H12 2.47195 -2.70150 0.68865
H13 1.41274 1.89392 1.91606
H14 -2.27427 0.36691 -2.50738
H15 -2.17085 -5.07340 1.53382
H16 4.11070 -2.62102 0.14816

As for the strongest force on any atom: 0.707 eV/Å. The value obtained for the LUMO energy is -10.028 eV. Its total charge is +3. As for the energy: -95702.527 eV.


3.
Density functional theory data (ωB97M-V/def2-TZVPD) for a 3-piece molecular cluster, C5H15NS2 overall at a distorted geometry.

Cartesian coordinates (Å):
S1 1.29632 -0.02030 -0.41526
S2 -2.77677 -2.74172 0.39877
N1 -1.74648 1.06206 -0.62207
C1 2.58623 0.65643 0.73283
C2 -2.15242 -0.31450 -0.80521
C3 -2.07330 -1.06753 0.51895
C4 3.36933 2.79555 -0.47493
C5 2.70959 2.17001 0.74041
H1 4.44644 2.57230 -0.53472
H2 1.71171 2.61779 0.86442
H3 3.52526 0.19955 0.42001
H4 -1.74768 -3.31869 -0.20822
H5 -1.83970 1.51810 -1.52725
H6 -1.04469 -1.10658 0.88088
H7 -2.66924 -0.55047 1.30482
H8 -0.74138 1.09844 -0.39267
H9 2.92501 2.36747 -1.39878
H10 -0.06277 0.70517 1.14113
H11 2.40700 0.22514 1.72747
H12 3.27353 2.47816 1.62946
H13 -1.53968 -0.92041 -1.49856
H14 3.15896 3.85811 -0.49907
H15 -3.17649 -0.32060 -1.23062

As for the strongest force on any atom: 4.053 eV/Å. The value obtained for the LUMO energy is -1.874 eV. Its total charge is 0. As for the energy: -28585.351 eV.


4.
Density functional theory data (ωB97M-V/def2-TZVPD) for the molecule C18H22ClF2N3O4.

Cartesian coordinates (Å):
Cl1 -6.35736 -5.96626 3.25100
F1 4.23470 4.18710 -2.46006
F2 6.04091 3.16329 -3.18174
O1 -2.89125 -1.43802 2.68566
O2 -2.06322 0.93029 1.59792
O3 2.23557 2.51942 -1.44262
O4 4.12961 -0.26431 -0.29442
N1 -2.65561 0.21573 -0.47941
N2 1.88314 -0.13543 -0.41632
N3 -5.31558 -3.92039 2.01738
C1 -3.59357 -3.25672 4.18668
C2 -5.28170 -4.60020 3.13305
C3 -2.60287 0.12089 0.87090
C4 3.78717 2.55968 0.41280
C5 -4.23135 -1.91416 0.92970
C6 -4.45907 -4.32909 4.24052
C7 -4.47396 -2.87962 1.96658
C8 0.12541 0.37632 -2.08375
C9 1.78565 -1.54162 -0.04158
C10 -3.62384 -2.53057 3.00935
C11 -2.13915 1.36484 -1.21221
C12 3.38226 1.87953 -0.89953
C13 4.51447 1.88215 -1.94232
C14 5.17359 3.21901 -2.13541
C15 -3.27613 -1.09201 1.42250
C16 -1.27453 0.94892 -2.39848
C17 3.12474 0.39128 -0.54442
C18 0.58507 0.50864 -0.63235
H1 -1.15880 1.84300 -3.01491
H2 -2.94067 -3.00265 5.00994
H3 2.97932 2.45486 1.13745
H4 -4.51822 -4.96174 5.11278
H5 -1.83943 0.24255 -3.01313
H6 3.95066 3.62587 0.24929
H7 4.10981 1.56640 -2.90663
H8 1.27222 -1.63222 0.91778
H9 0.14946 -0.68642 -2.33904
H10 0.63000 1.54464 -0.31997
H11 1.21526 -2.08983 -0.79438
H12 2.52118 3.37411 -1.78670
H13 4.68845 2.10346 0.81959
H14 -1.59035 1.96882 -0.49371
H15 5.71965 3.59600 -1.27013
H16 5.27952 1.17322 -1.63230
H17 -0.10534 -0.00154 0.03707
H18 -2.97738 1.96669 -1.57214
H19 2.78168 -1.96131 0.03442
H20 -3.06469 -0.54201 -0.99966
H21 -4.73150 -1.84559 -0.02154
H22 0.86606 0.86500 -2.71348

As for the strongest force on any atom: 0.323 eV/Å. The value obtained for the LUMO energy is -0.151 eV. Its total charge is 0. As for the energy: -49641.587 eV.


5.
Density functional theory data (ωB97M-V/def2-TZVPD) for a 3-piece molecular cluster, C10H20B3FNO17PS2 overall at a distorted geometry.

Cartesian coordinates (Å):
S1 2.74286 3.67844 -4.43465
S2 8.48723 -1.44922 4.82668
P1 -0.84823 -3.46426 -1.63635
F1 2.44854 -1.39088 2.64476
O1 0.23880 -3.54656 -0.44875
O2 4.03124 0.20082 1.71803
O3 -0.10783 -0.65718 -1.88094
O4 3.65576 4.71387 -4.86548
O5 3.60465 2.52955 -3.66149
O6 6.91837 -1.24308 5.22245
O7 -2.61734 -1.01854 -1.99147
O8 -5.27575 0.00186 -1.01705
O9 8.37912 -0.96338 3.27421
O10 8.78153 -2.86322 4.84671
O11 -0.00793 0.09379 1.80705
O12 -9.26337 -1.33033 1.49300
O13 1.81220 3.02812 -5.32760
O14 -7.74335 -0.07096 -0.78909
O15 1.92013 4.23212 -3.14063
O16 -1.58849 1.12076 -0.83770
O17 9.26776 -0.47151 5.55193
N1 2.05425 -0.11384 0.32576
C1 2.14135 3.36487 -2.02971
C2 6.28774 -0.45091 4.21868
C3 2.83325 -0.43225 1.58241
C4 7.00629 -0.80584 2.91967
C5 3.52260 2.75615 -2.25625
C6 -4.22829 1.01392 -1.22320
C7 -7.58385 -1.49839 -0.45802
C8 0.56741 0.08155 0.59936
C9 -8.96942 -2.08332 0.26299
C10 -6.49682 0.68967 -0.56879
B1 -2.71075 0.31176 -1.35843
B2 -1.27199 -1.61117 -1.86263
B3 -0.41496 0.23532 -0.71011
H1 -1.96077 -4.27975 -1.20803
H2 6.64673 -1.75870 2.51803
H3 2.12598 -0.87661 -0.39790
H4 -6.60000 1.70669 -1.18487
H5 2.08554 3.92442 -1.09213
H6 6.43744 0.60284 4.47661
H7 -4.38432 1.68633 -2.18641
H8 4.31399 3.46139 -1.98116
H9 3.66153 1.82232 -1.70631
H10 -6.45030 0.99467 0.58219
H11 -9.65495 -0.41799 1.26071
H12 5.21725 -0.66509 4.17448
H13 6.89550 -0.02694 2.16051
H14 -9.89773 -2.06688 -0.45619
H15 -6.71595 -1.73095 0.30094
H16 -4.23556 1.77432 -0.30312
H17 -7.48078 -2.08541 -1.47979
H18 1.36434 2.59370 -2.03963
H19 -8.72227 -3.19788 0.56434
H20 -0.21837 -4.04818 -2.79758

As for the strongest force on any atom: 9.865 eV/Å. The value obtained for the LUMO energy is -2.014 eV. Its total charge is 0. As for the energy: -82694.753 eV.


6.
Density functional theory data (ωB97M-V/def2-TZVPD) for a 2-piece molecular cluster, C2H3NOS2 overall at a distorted geometry.

Cartesian coordinates (Å):
S1 -0.88242 1.99605 0.14441
S2 2.58947 0.60041 0.33570
O1 -1.20855 -0.60397 0.02509
N1 1.92899 -0.73118 -0.00175
C1 -1.78712 0.48486 -0.04293
C2 1.32980 -1.71215 -0.15275
H1 0.56818 -2.28628 -0.53283
H2 0.39217 1.52667 0.38456
H3 -2.93052 0.72560 -0.15950

As for the strongest force on any atom: 3.807 eV/Å. The value obtained for the LUMO energy is 0.386 eV. Its total charge is 0. As for the energy: -27327.946 eV.


What is the energy in the second record? -95702.527 eV


What is the formula in the fourth record? C18H22ClF2N3O4


LUMO of number 6 (C2H3NOS2)? 0.386 eV